# C32H43GaN7OPS2

A structure of composition C32H43GaN7OPS2 (ωB97M-V/def2-TZVPD, the Open Molecules 2025 dataset).

## Properties
Charge = +2
2S+1 = 1
DFT total energy = -129685.3855 eV
Relative energy (zero: lowest compared OMol25 entry of this formula, charge and spin) = 9.4 kcal/mol

Cartesian coordinates (Å):
1 Ga -0.38 0.59 -1.27
2 C 1.73 1.82 5.41
3 C 1.11 0.54 6.03
4 C 0.53 0.78 7.46
5 C 2.18 -0.58 6.11
6 C -0.01 -0.01 5.08
7 C -0.76 -1.13 5.52
8 C -1.66 -1.85 4.68
9 C -1.81 -1.40 3.38
10 S -2.78 -2.01 2.09
11 C -2.44 -0.45 1.17
12 N -1.68 0.32 1.82
13 C -1.25 -0.14 3.03
14 C -0.36 0.56 3.86
15 C -3.07 0.01 -0.07
16 C -4.46 0.04 -0.11
17 C -5.12 0.58 -1.23
18 C -4.37 1.19 -2.23
19 C -3.00 1.13 -2.20
20 C -2.32 0.62 -1.09
21 H 2.36 2.27 6.18
22 H 0.92 2.56 5.27
23 H 2.23 1.64 4.47
24 H 1.32 1.18 8.10
25 H 0.26 -0.13 7.95
26 H -0.35 1.44 7.46
27 H 3.07 -0.25 6.68
28 H 2.44 -0.95 5.11
29 H 1.75 -1.38 6.70
30 H -0.53 -1.49 6.50
31 H -2.07 -2.80 5.02
32 H -0.05 1.57 3.53
33 H -5.00 -0.41 0.73
34 H -6.23 0.55 -1.33
35 H -4.84 1.72 -3.05
36 H -2.44 1.46 -3.08
37 C -1.61 4.58 -3.17
38 N -0.62 4.54 -2.10
39 C -0.59 5.40 -0.98
40 C 0.19 4.78 -0.06
41 N 0.56 3.55 -0.54
42 C 0.10 3.41 -1.82
43 S 0.46 2.13 -2.90
44 C 1.28 2.60 0.17
45 C 2.32 2.92 1.04
46 C 3.02 1.96 1.76
47 C 2.48 0.61 1.78
48 C 1.50 0.30 0.90
49 N 0.91 1.31 0.11
50 H -2.50 3.98 -2.92
51 H -1.08 4.15 -4.03
52 H -1.87 5.67 -3.35
53 H -0.97 6.39 -1.08
54 H 0.49 5.10 0.95
55 H 2.63 3.94 1.05
56 H 4.00 2.21 2.24
57 H 2.94 -0.19 2.37
58 H 1.03 -0.68 0.80
59 C 0.16 -0.97 -5.63
60 N 1.10 -1.57 -4.67
61 C 2.49 -1.09 -4.83
62 P 0.61 -2.07 -3.18
63 O 0.16 -1.10 -2.10
64 N 1.83 -2.95 -2.53
65 C 2.37 -4.17 -3.12
66 C 2.42 -2.77 -1.21
67 N -0.75 -3.01 -3.51
68 C -0.86 -3.94 -4.61
69 C -1.82 -3.13 -2.51
70 H 0.28 0.10 -5.67
71 H -0.82 -1.24 -5.27
72 H 0.32 -1.40 -6.62
73 H 2.56 0.03 -4.93
74 H 2.97 -1.63 -5.71
75 H 3.08 -1.42 -3.96
76 H 2.22 -4.21 -4.19
77 H 1.83 -5.10 -2.69
78 H 3.45 -4.28 -2.90
79 H 2.80 -1.77 -0.94
80 H 3.33 -3.41 -1.19
81 H 1.72 -3.04 -0.39
82 H -0.14 -3.61 -5.36
83 H -1.87 -4.01 -5.06
84 H -0.60 -4.95 -4.27
85 H -2.11 -2.15 -2.06
86 H -1.64 -3.88 -1.70
87 H -2.67 -3.49 -3.08


# C22H22NO

A structure of composition C22H22NO (ωB97M-V/def2-TZVPD, the Open Molecules 2025 dataset).

## Properties
Charge = +1
2S+1 = 1
DFT total energy = -26701.0831 eV
Relative energy (zero: lowest compared OMol25 entry of this formula, charge and spin) = 18.3 kcal/mol

Cartesian coordinates (Å):
1 C 5.64 -0.72 -2.51
2 O 4.78 0.44 -2.41
3 C 3.47 0.24 -2.11
4 C 2.59 1.31 -2.41
5 C 1.22 1.13 -2.29
6 C 0.70 -0.06 -1.79
7 N -0.71 -0.17 -1.64
8 C 1.56 -1.08 -1.38
9 C 2.94 -0.96 -1.58
10 H 6.62 -0.32 -2.80
11 H 5.71 -1.24 -1.54
12 H 5.26 -1.42 -3.26
13 H 3.00 2.24 -2.79
14 H 0.54 1.94 -2.58
15 H -1.05 -1.12 -1.44
16 H -1.23 0.22 -2.44
17 H 1.16 -1.99 -0.92
18 H 3.59 -1.82 -1.36
19 C -1.54 0.84 -0.19
20 C -2.91 1.08 -0.69
21 C -3.10 1.92 -1.81
22 C -4.35 1.94 -2.44
23 C -5.43 1.22 -1.91
24 C -5.24 0.44 -0.76
25 C -4.01 0.43 -0.09
26 C -1.28 0.02 0.98
27 C -0.08 0.10 1.62
28 C 0.25 -0.54 2.86
29 C 1.61 -0.80 3.20
30 C 1.96 -1.23 4.47
31 C 0.97 -1.46 5.44
32 C -0.38 -1.33 5.09
33 C -0.74 -0.89 3.81
34 H -0.85 1.68 -0.35
35 H -2.26 2.54 -2.17
36 H -4.45 2.51 -3.37
37 H -6.42 1.27 -2.37
38 H -6.05 -0.19 -0.36
39 H -3.87 -0.09 0.86
40 H -2.04 -0.73 1.28
41 H 0.72 0.73 1.19
42 H 2.37 -0.65 2.43
43 H 3.01 -1.39 4.73
44 H 1.25 -1.75 6.45
45 H -1.15 -1.55 5.83
46 H -1.79 -0.77 3.53


# C21H24AsIrO3S4Sb

A structure of composition C21H24AsIrO3S4Sb (ωB97M-V/def2-TZVPD, the Open Molecules 2025 dataset).

## Properties
Charge = -1
2S+1 = 1
DFT total energy = -141865.6150 eV
Relative energy (zero: lowest compared OMol25 entry of this formula, charge and spin) = 0.0 kcal/mol

Cartesian coordinates (Å):
1 Ir 1.88 -1.49 0.06
2 S 4.19 1.58 2.87
3 Sb 3.70 -0.58 2.50
4 S 1.44 -1.24 2.56
5 S 4.21 -1.57 0.41
6 O 1.75 0.49 -0.09
7 As 0.02 0.70 -0.27
8 C -0.81 0.79 -2.03
9 C -2.12 0.40 -2.26
10 C -2.64 0.45 -3.54
11 C -1.86 0.88 -4.60
12 C -0.54 1.26 -4.37
13 C -0.02 1.22 -3.09
14 C -1.32 0.57 1.16
15 C -2.12 -0.57 1.25
16 C -3.06 -0.68 2.27
17 C -3.19 0.32 3.22
18 C -2.38 1.44 3.14
19 C -1.46 1.57 2.11
20 C 0.27 2.68 -0.11
21 C -0.68 3.55 -0.63
22 C -0.56 4.93 -0.46
23 C 0.52 5.45 0.23
24 C 1.48 4.59 0.76
25 C 1.36 3.21 0.59
26 H -2.73 0.05 -1.44
27 H -3.67 0.15 -3.72
28 H -2.26 0.91 -5.60
29 H 0.08 1.59 -5.19
30 H 1.00 1.53 -2.90
31 H -1.99 -1.37 0.53
32 H -3.69 -1.57 2.33
33 H -3.91 0.22 4.02
34 H -2.46 2.22 3.89
35 H -0.83 2.45 2.07
36 H -1.54 3.16 -1.17
37 H -1.32 5.59 -0.87
38 H 0.62 6.52 0.37
39 H 2.32 4.98 1.30
40 H 2.10 2.55 1.00
41 C 1.79 -4.80 2.45
42 S 0.76 -4.13 1.14
43 C 0.23 -5.69 0.43
44 O 1.75 -3.63 0.10
45 H 1.15 -5.34 3.16
46 H 2.24 -3.94 2.93
47 H 2.54 -5.45 2.00
48 H -0.37 -6.23 1.15
49 H 1.11 -6.26 0.13
50 H -0.36 -5.44 -0.45
51 C 2.28 -1.68 -1.96
52 H 1.33 -1.79 -2.49
53 H 2.90 -2.57 -2.14
54 H 2.81 -0.80 -2.33
55 O 0.04 -1.19 -0.44


# C4H10N2O

The molecule C4H10N2O (ωB97M-V/def2-TZVPD, the Open Molecules 2025 dataset).

## Properties
2S+1 = 1
DFT total energy = -9334.6866 eV
Relative energy (zero: lowest compared OMol25 entry of this formula, charge and spin) = 99.2 kcal/mol
SMILES string = C=NNCCCO

Cartesian coordinates (Å):
1 C -1.45 1.29 -0.74
2 C -0.34 1.35 0.19
3 C 1.04 0.70 -0.16
4 C 0.36 -2.53 1.15
5 H -1.05 -0.67 -0.70
6 H -0.94 1.61 -1.68
7 H -2.26 1.96 -0.36
8 H 0.05 2.44 0.27
9 H -0.62 1.26 1.21
10 H 1.72 0.96 0.61
11 H 1.46 1.05 -1.18
12 H 1.69 -1.06 -0.97
13 H 0.58 -3.03 2.08
14 H -0.49 -2.87 0.52
15 N 1.02 -0.81 -0.26
16 N 1.11 -1.60 0.83
17 O -1.89 -0.06 -0.81


# C36H37BrN7O6S3Tl

A structure of composition C36H37BrN7O6S3Tl (ωB97M-V/def2-TZVPD, the Open Molecules 2025 dataset).

## Properties
Charge = -2
2S+1 = 1
DFT total energy = -167891.6437 eV

Cartesian coordinates (Å):
1 Tl -0.01 -0.96 -0.31
2 O 0.79 2.20 4.29
3 C 0.59 1.07 5.03
4 C 0.83 1.06 6.40
5 C 0.62 -0.09 7.14
6 C 0.19 -1.24 6.51
7 C -0.05 -1.23 5.14
8 C 0.13 -0.08 4.38
9 C -0.08 -0.15 2.87
10 O -0.61 -1.29 2.43
11 N -0.98 1.02 2.55
12 N -1.22 1.37 1.34
13 C -2.14 2.25 1.09
14 C -2.48 2.72 -0.21
15 Br -2.06 1.57 -1.69
16 C -3.16 3.85 -0.52
17 C -3.47 4.98 0.34
18 C -4.50 5.85 -0.05
19 C -4.85 6.95 0.71
20 C -4.15 7.24 1.87
21 C -3.10 6.42 2.25
22 C -2.76 5.30 1.50
23 H 1.29 2.84 4.81
24 H 1.19 1.97 6.88
25 H 0.82 -0.08 8.20
26 H 0.05 -2.15 7.08
27 H -0.38 -2.11 4.61
28 H 0.89 0.12 2.40
29 H -1.61 1.34 3.28
30 H -2.72 2.68 1.91
31 H -3.50 3.95 -1.55
32 H -5.04 5.64 -0.97
33 H -5.65 7.60 0.39
34 H -4.41 8.11 2.47
35 H -2.53 6.66 3.14
36 H -1.92 4.70 1.80
37 O 3.86 2.34 -0.56
38 C 4.93 1.58 -0.30
39 C 6.21 2.06 -0.64
40 C 7.33 1.30 -0.37
41 C 7.22 0.06 0.24
42 C 5.96 -0.42 0.57
43 C 4.81 0.32 0.31
44 C 3.45 -0.20 0.62
45 O 2.45 0.55 0.40
46 N 3.42 -1.42 1.12
47 N 2.17 -1.93 1.30
48 C 2.08 -3.07 1.83
49 S 0.57 -3.91 2.18
50 C 1.37 -5.54 1.84
51 C 2.69 -5.59 2.56
52 S 3.56 -4.00 2.30
53 H 3.08 1.77 -0.27
54 H 6.28 3.02 -1.12
55 H 8.31 1.69 -0.63
56 H 8.10 -0.53 0.44
57 H 5.83 -1.39 1.04
58 H 1.49 -5.63 0.76
59 H 0.68 -6.32 2.18
60 H 3.35 -6.38 2.18
61 H 2.55 -5.72 3.63
62 N -2.85 -2.12 0.30
63 C -2.93 -3.54 -0.01
64 C -2.80 -3.83 -1.51
65 C -1.33 -4.12 -1.96
66 O -1.11 -5.28 -2.35
67 O -0.50 -3.17 -1.94
68 H -2.52 -1.96 1.26
69 H -3.74 -1.65 0.16
70 H -3.86 -3.99 0.36
71 H -2.10 -4.02 0.51
72 H -3.17 -2.97 -2.08
73 H -3.38 -4.71 -1.77
74 N 0.62 -2.00 -4.21
75 C 0.60 -0.66 -4.05
76 S 1.71 0.20 -3.19
77 N -0.41 0.03 -4.72
78 C -0.98 -0.25 -5.95
79 C -2.20 0.36 -6.28
80 C -2.75 0.20 -7.54
81 C -2.10 -0.56 -8.50
82 C -0.91 -1.19 -8.17
83 C -0.36 -1.05 -6.91
84 H 1.00 -2.50 -3.41
85 H -0.25 -2.43 -4.50
86 H -0.68 0.89 -4.27
87 H -2.71 0.95 -5.53
88 H -3.70 0.67 -7.77
89 H -2.52 -0.67 -9.49
90 H -0.40 -1.79 -8.91
91 H 0.58 -1.53 -6.67


# CH2IOP

A cluster of 2 separate species, CH2IOP in total (ωB97M-V/def2-TZVPD, the Open Molecules 2025 dataset).

## Properties
2S+1 = 1
DFT total energy = -20503.3907 eV
Relative energy (zero: lowest compared OMol25 entry of this formula, charge and spin) = 54.6 kcal/mol

Cartesian coordinates (Å):
1 C -0.93 -1.14 -0.28
2 O -1.87 -0.95 -1.00
3 P -0.65 -0.41 1.54
4 I -2.69 0.54 2.35
5 H 0.02 -1.80 -0.65
6 H -0.07 1.40 0.60


# C53H79NO33

A cluster of 11 separate species, C53H79NO33 in total (ωB97M-V/def2-TZVPD, the Open Molecules 2025 dataset).

## Properties
2S+1 = 1
DFT total energy = -125286.7438 eV
SMILES string = CCCCNOC(=O)OCc1ccccc1C.C[C@@H]1COC(=O)O1.C[C@@H]1COC(=O)O1.C[C@@H]1COC(=O)O1.C[C@@H]1COC(=O)O1.C[C@@H]1COC(=O)O1.C[C@@H]1COC(=O)O1.C[C@@H]1COC(=O)O1.C[C@@H]1COC(=O)O1.C[C@@H]1COC(=O)O1.C[C@@H]1COC(=O)O1

Cartesian coordinates (Å):
1 C -3.52 3.05 5.90
2 C -4.66 1.86 6.18
3 C -4.20 0.54 5.27
4 C -3.47 -0.64 6.15
5 N -2.57 -1.42 5.17
6 O -3.22 -1.60 3.98
7 C -2.18 -1.74 2.95
8 O -1.14 -2.57 3.26
9 O -2.18 -1.11 1.61
10 C -2.20 0.36 1.68
11 C -0.75 1.05 2.05
12 C 0.64 0.21 2.34
13 C 2.10 0.94 2.72
14 C 2.18 2.60 2.76
15 C 0.83 3.49 2.44
16 C -0.62 2.72 2.12
17 C -1.90 3.74 1.85
18 H -3.88 4.11 6.25
19 H -3.32 3.13 4.73
20 H -2.49 2.71 6.38
21 H -4.81 1.62 7.31
22 H -5.65 2.25 5.65
23 H -5.12 0.06 4.73
24 H -3.37 0.95 4.53
25 H -2.84 -0.11 7.02
26 H -4.21 -1.45 6.60
27 H -2.43 -2.34 5.65
28 H -2.46 0.74 0.58
29 H -3.03 0.81 2.38
30 H 0.68 -0.97 2.29
31 H 3.04 0.24 2.93
32 H 3.22 3.10 3.01
33 H 0.92 4.67 2.45
34 H -2.84 3.20 1.40
35 H -2.19 4.23 2.89
36 H -1.57 4.66 1.16
37 C -1.33 -3.34 -0.40
38 C -0.09 -3.46 -1.28
39 C 0.93 -2.39 -1.03
40 O 1.64 -2.38 -2.25
41 C 0.74 -2.76 -3.21
42 O 0.94 -2.67 -4.42
43 O -0.40 -3.25 -2.65
44 H -2.12 -4.01 -0.77
45 H -1.10 -3.60 0.63
46 H -1.74 -2.33 -0.43
47 H 0.33 -4.46 -1.18
48 H 1.60 -2.64 -0.19
49 H 0.50 -1.40 -0.87
50 C 2.75 -6.30 -4.76
51 C 1.59 -7.14 -4.28
52 C 1.04 -6.72 -2.95
53 O 0.41 -7.91 -2.50
54 C 1.12 -8.94 -3.06
55 O 1.00 -10.11 -2.74
56 O 1.98 -8.47 -4.02
57 H 3.23 -6.77 -5.62
58 H 2.42 -5.29 -5.04
59 H 3.52 -6.20 -3.98
60 H 0.81 -7.16 -5.05
61 H 0.31 -5.90 -3.03
62 H 1.81 -6.44 -2.22
63 C 4.25 -4.73 5.35
64 C 4.49 -3.25 5.60
65 C 3.25 -2.48 5.94
66 O 3.61 -1.16 5.57
67 C 4.52 -1.29 4.55
68 O 4.90 -0.37 3.85
69 O 4.93 -2.59 4.43
70 H 5.14 -5.19 4.92
71 H 4.00 -5.25 6.28
72 H 3.43 -4.89 4.64
73 H 5.26 -3.13 6.36
74 H 2.99 -2.54 7.00
75 H 2.37 -2.77 5.34
76 C -4.74 0.04 -2.29
77 C -5.26 1.43 -2.00
78 C -5.30 2.34 -3.20
79 O -5.26 3.62 -2.60
80 C -4.58 3.47 -1.42
81 O -4.17 4.39 -0.73
82 O -4.40 2.14 -1.13
83 H -4.56 -0.50 -1.36
84 H -5.46 -0.53 -2.89
85 H -3.79 0.07 -2.84
86 H -6.25 1.37 -1.52
87 H -6.20 2.21 -3.80
88 H -4.42 2.24 -3.85
89 C 7.13 1.04 3.39
90 C 7.85 1.73 4.53
91 C 8.36 3.10 4.19
92 O 9.40 3.27 5.13
93 C 9.88 2.01 5.39
94 O 10.91 1.78 6.00
95 O 9.05 1.06 4.87
96 H 6.96 -0.01 3.62
97 H 6.16 1.52 3.19
98 H 7.72 1.07 2.46
99 H 7.21 1.75 5.42
100 H 7.60 3.88 4.31
101 H 8.79 3.18 3.19
102 C 9.61 1.25 -1.17
103 C 8.18 0.80 -1.40
104 C 7.32 1.83 -2.07
105 O 6.02 1.44 -1.68
106 C 6.17 0.84 -0.45
107 O 5.24 0.56 0.29
108 O 7.49 0.61 -0.18
109 H 10.12 0.54 -0.50
110 H 10.16 1.30 -2.11
111 H 9.65 2.23 -0.68
112 H 8.17 -0.15 -1.94
113 H 7.42 1.82 -3.16
114 H 7.50 2.85 -1.71
115 C -0.46 2.11 -6.88
116 C -1.89 1.67 -7.11
117 C -2.75 2.70 -7.79
118 O -4.05 2.30 -7.39
119 C -3.91 1.71 -6.17
120 O -4.83 1.42 -5.42
121 O -2.59 1.48 -5.89
122 H 0.05 1.41 -6.21
123 H 0.09 2.16 -7.82
124 H -0.42 3.09 -6.40
125 H -1.91 0.72 -7.65
126 H -2.65 2.68 -8.88
127 H -2.58 3.72 -7.43
128 C -1.70 7.54 -2.09
129 C -0.29 7.02 -1.86
130 C 0.35 7.54 -0.61
131 O 1.73 7.39 -0.91
132 C 1.83 7.53 -2.26
133 O 2.89 7.66 -2.86
134 O 0.60 7.49 -2.86
135 H -2.04 7.29 -3.10
136 H -2.40 7.09 -1.37
137 H -1.75 8.63 -1.99
138 H -0.29 5.93 -1.90
139 H 0.08 6.95 0.28
140 H 0.15 8.60 -0.41
141 C -8.95 5.35 2.64
142 C -8.38 5.29 4.04
143 C -6.89 5.45 4.11
144 O -6.58 4.82 5.34
145 C -7.54 3.86 5.52
146 O -7.48 2.98 6.37
147 O -8.56 4.01 4.62
148 H -9.99 5.03 2.64
149 H -8.89 6.37 2.24
150 H -8.41 4.68 1.96
151 H -8.89 6.02 4.68
152 H -6.58 6.50 4.12
153 H -6.36 4.92 3.31
154 C -1.32 -11.23 -6.71
155 C -1.08 -9.75 -6.46
156 C -2.32 -8.98 -6.12
157 O -1.95 -7.66 -6.48
158 C -1.05 -7.79 -7.50
159 O -0.67 -6.87 -8.20
160 O -0.64 -9.09 -7.63
161 H -0.43 -11.69 -7.14
162 H -1.57 -11.74 -5.77
163 H -2.14 -11.39 -7.42
164 H -0.31 -9.62 -5.69
165 H -2.58 -9.03 -5.06
166 H -3.19 -9.27 -6.72


# H2

A cluster of 2 separate species, H2 in total (ωB97M-V/def2-TZVPD, the Open Molecules 2025 dataset).

## Properties
2S+1 = 1
DFT total energy = -28.2732 eV
Relative energy (zero: lowest compared OMol25 entry of this formula, charge and spin) = 76.5 kcal/mol

Cartesian coordinates (Å):
1 H 0.00 0.00 0.77
2 H 0.00 0.00 -0.77


# C6H16O

A cluster of 2 separate species, C6H16O in total (ωB97M-V/def2-TZVPD, the Open Molecules 2025 dataset).

## Properties
2S+1 = 1
DFT total energy = -8528.9489 eV
Relative energy (zero: lowest compared OMol25 entry of this formula, charge and spin) = 6.6 kcal/mol
SMILES string = CCC(C)(C)C.O

Cartesian coordinates (Å):
1 C -1.63 0.58 -0.71
2 C 0.78 0.00 2.42
3 C 0.64 -1.10 0.10
4 C 1.51 1.23 0.42
5 C -0.98 0.82 0.72
6 C 0.48 0.25 0.93
7 H -0.95 0.86 -1.53
8 H -2.54 1.20 -0.77
9 H -1.92 -0.48 -0.84
10 H 0.53 0.89 3.02
11 H 1.87 -0.17 2.48
12 H 0.26 -0.87 2.85
13 H 0.54 -0.85 -0.97
14 H -0.19 -1.77 0.39
15 H 1.60 -1.63 0.25
16 H 2.54 0.83 0.44
17 H 1.45 2.11 1.09
18 H 1.28 1.56 -0.61
19 H -0.81 1.91 0.81
20 H -1.67 0.51 1.52
21 O -1.18 -1.87 -3.70
22 H -0.24 -2.14 -3.64
23 H -1.37 -1.85 -4.67